# C2CoF6NO4S2

A molecular structure, C2CoF6NO4S2 at a distorted geometry (wB97M-V/def2-TZVPD, OMol25).

**Multiplicity**: 4
**Net charge**: -1
**Expectation value of S²**: 3.973
**Electronic energy**: -87352.85404 eV
**Strongest force on any atom**: 3.62 eV Å⁻¹
**Frontier orbital gap (alpha / beta)**: 6.373 / 6.249 eV

Element x y z (Å)
F: 0.38 -1.55 -3.56
O: 2.00 0.69 -2.55
N: 0.60 0.78 -0.39
F: -1.31 0.94 3.71
F: -0.87 0.17 -3.18
S: 1.19 -0.02 -1.56
O: 0.85 -1.29 2.21
F: -1.85 2.25 2.07
F: 0.22 2.03 2.65
F: -0.93 -1.54 -1.85
O: 1.78 -1.31 -1.01
Co: 1.96 -1.06 0.87
S: -0.79 -0.06 1.33
C: -0.94 1.39 2.52
O: -2.16 -0.64 1.34
C: -0.15 -0.78 -2.61